C6H11N3S in the gas phase in a non-equilibrium geometry, computed with ωB97M-V/def2-TZVPD.

- Energy above the lowest of the compared OMol25 structures with the same formula, charge and spin: 16.6 kcal per mole
- Structure (SMILES): CC[C@H](C)c1nnc(N)s1
- Molar mass: 157.2 g/mol
- Orbital gap: 9.8 eV

Last column: natural (NBO) charge in e.
Element x y z (Å)
C -1.955 -1.089 -1.705  -0.628
C -1.284 0.197 -2.284  -0.376
C 0.191 0.277 -1.865  -0.305
C 0.995 -0.904 -2.293  -0.612
C 0.270 0.449 -0.358  0.104
N -0.111 1.491 0.266  -0.277
N -0.137 1.478 1.592  -0.314
C 0.288 0.359 2.097  0.224
N 0.573 0.189 3.447  -0.790
S 0.745 -0.814 0.810  0.252
H -1.325 -1.886 -2.130  0.210
H -2.979 -1.093 -2.006  0.217
H -2.027 -1.102 -0.600  0.214
H -1.341 0.258 -3.387  0.202
H -1.669 1.154 -1.954  0.219
H 0.531 1.202 -2.257  0.236
H 0.624 -1.324 -3.326  0.229
H 0.882 -1.793 -1.417  0.205
H 2.114 -0.579 -2.254  0.232
H -0.049 0.969 3.914  0.388
H 0.028 -0.612 3.762  0.372

***

A molecular structure, C11H21MnN3 in a non-equilibrium geometry, computed with ωB97M-V/def2-TZVPD.

- Total charge: +3
- Multiplicity: 5
- Molar mass: 250.2 g/mol
- Orbital gap (alpha / beta): 6.0 / 9.6 eV

Last column: Mulliken spin population.
Element x y z (Å)
Mn 7.446 7.528 6.572  4.371
C 10.970 8.568 5.120  0.004
C 9.877 7.617 5.384  -0.127
C 9.901 6.625 6.451  -0.093
C 9.033 5.500 6.545  0.016
C 8.142 5.270 5.562  -0.055
C 8.026 6.256 4.551  -0.097
C 8.867 7.403 4.449  0.055
H 11.133 9.286 5.953  -0.012
H 10.764 9.036 4.112  0.000
H 11.940 8.173 5.088  -0.010
H 10.744 6.777 7.137  0.002
H 9.088 4.867 7.425  -0.006
H 7.434 4.428 5.556  -0.002
H 7.342 6.016 3.741  -0.001
H 8.705 8.115 3.700  0.004
N 7.835 8.472 8.375  -0.075
C 6.400 8.764 8.959  -0.029
C 5.690 7.473 8.935  0.029
N 5.748 6.804 7.546  -0.060
C 4.632 7.050 6.624  -0.008
C 4.682 8.386 5.946  0.003
N 5.979 8.749 5.420  0.059
H 8.474 9.228 8.173  0.013
H 8.343 7.902 9.086  0.016
H 6.543 9.175 9.961  -0.003
H 5.988 9.512 8.267  0.001
H 6.113 6.770 9.630  -0.003
H 4.619 7.598 9.204  -0.003
H 5.783 5.804 7.735  0.013
H 4.566 6.149 6.016  -0.007
H 3.694 6.992 7.179  -0.002
H 3.950 8.484 5.133  0.004
H 4.398 9.187 6.614  -0.006
H 6.026 8.353 4.472  0.002
H 6.092 9.802 5.309  0.005

***

C19H25N3O4S in the gas phase in a non-equilibrium geometry, computed with ωB97M-V/def2-TZVPD.

- Energy above the lowest of the compared OMol25 structures with the same formula, charge and spin: 83.4 kcal per mole
- Structure (SMILES): CSc1ccccc1OCc1cc(C(=O)NCCN2CCC[C@H](O)C2)no1
- Molar mass: 391.5 g/mol
- Orbital gap: 8.8 eV

Last column: natural (NBO) charge in e.
Element x y z (Å)
C -4.053 -1.292 0.643  -0.746
S -3.693 -2.194 -0.895  0.268
C -2.486 -3.367 -0.363  -0.237
C -2.340 -3.800 0.947  -0.220
C -1.354 -4.717 1.266  -0.206
C -0.517 -5.221 0.285  -0.215
C -0.661 -4.799 -1.026  -0.274
C -1.640 -3.876 -1.355  0.335
O -1.817 -3.446 -2.658  -0.518
C -0.820 -2.556 -3.129  -0.114
C -0.866 -1.269 -2.370  0.295
C -0.560 -0.976 -1.068  -0.314
C -0.977 0.369 -0.927  0.034
C -0.912 1.193 0.299  0.680
O -0.636 0.707 1.387  -0.663
N -1.231 2.485 0.108  -0.583
C -0.883 3.485 1.084  -0.234
C 0.507 4.070 0.770  -0.216
N 1.470 3.012 0.540  -0.460
C 2.556 3.399 -0.340  -0.208
C 3.373 2.168 -0.715  -0.409
C 3.968 1.534 0.536  -0.413
C 2.833 1.192 1.504  0.103
O 2.094 0.126 0.959  -0.747
C 1.981 2.438 1.770  -0.255
N -1.462 0.820 -2.062  -0.120
O -1.402 -0.186 -2.951  -0.247
H -4.608 -0.410 0.339  0.236
H -3.123 -0.998 1.120  0.231
H -4.665 -1.897 1.306  0.214
H -2.985 -3.421 1.722  0.219
H -1.244 -5.041 2.290  0.217
H 0.247 -5.939 0.538  0.218
H -0.016 -5.184 -1.803  0.221
H -1.059 -2.375 -4.178  0.222
H 0.179 -3.005 -3.040  0.196
H -0.106 -1.594 -0.324  0.261
H -1.364 2.777 -0.850  0.412
H -0.885 2.994 2.058  0.225
H -1.630 4.282 1.082  0.206
H 0.805 4.748 1.588  0.177
H 0.430 4.661 -0.147  0.195
H 2.127 3.844 -1.243  0.198
H 3.214 4.150 0.136  0.155
H 4.161 2.447 -1.416  0.206
H 2.714 1.442 -1.193  0.220
H 4.503 0.619 0.281  0.218
H 4.661 2.224 1.021  0.197
H 3.263 0.873 2.472  0.159
H 1.178 0.186 1.275  0.496
H 1.135 2.150 2.399  0.216
H 2.595 3.169 2.330  0.167

***

A molecular structure, C15H13N3O6Ru in a non-equilibrium geometry, computed with ωB97M-V/def2-TZVPD.

- Energy above the lowest of the compared OMol25 structures with the same formula, charge and spin: 79.6 kcal per mole
- Total charge: +1
- Multiplicity: 2
- Molar mass: 432.4 g/mol
- Orbital gap (alpha / beta): 6.3 / 6.5 eV

Last column: Mulliken spin population.
Element x y z (Å)
Ru -0.533 -0.312 0.362  0.885
O 2.517 -4.977 -1.552  -0.002
C 1.694 -4.207 -0.862  -0.003
C 2.077 -3.521 0.304  -0.002
C 1.162 -2.673 0.885  0.001
N -0.054 -2.493 0.399  -0.006
C -0.434 -3.152 -0.684  0.009
C 0.384 -4.031 -1.353  -0.005
C -1.849 -2.664 -1.204  0.004
O -2.559 -3.482 -1.721  0.001
O -1.983 -1.434 -0.995  0.103
C 1.514 -1.710 2.096  -0.001
O 2.524 -1.956 2.703  -0.007
O 0.686 -0.778 2.214  0.066
H 3.412 -5.004 -1.184  0.000
H 3.064 -3.633 0.725  0.000
H 0.067 -4.553 -2.243  0.000
C 2.974 1.736 0.447  -0.002
C 1.709 1.439 -0.293  -0.007
O 1.405 0.277 -0.619  -0.039
N 0.934 2.481 -0.627  0.017
C -0.352 2.345 -1.292  0.003
C -1.507 2.562 -0.338  0.009
C -2.295 3.701 -0.390  -0.002
C -3.355 3.821 0.497  0.007
C -3.581 2.814 1.422  -0.006
C -2.744 1.708 1.416  0.005
N -1.741 1.593 0.552  -0.013
H 3.651 0.889 0.369  0.000
H 2.742 1.878 1.503  0.000
H 3.458 2.633 0.071  0.000
H 1.216 3.411 -0.348  0.000
H -0.422 1.320 -1.708  -0.013
H -0.400 3.062 -2.115  0.002
H -2.103 4.466 -1.125  0.000
H -4.000 4.684 0.456  0.000
H -4.399 2.875 2.120  0.000
H -2.882 0.886 2.112  -0.004